No. 1
{"formula": "C11H15F6IrN5O6S2Se", "method": "ωB97M-V/def2-TZVPD", "species": ["Ir", "C", "C", "N", "O", "C", "C", "N", "O", "H", "H", "H", "H", "H", "H", "H", "F", "C", "F", "F", "S", "O", "O", "N", "S", "O", "O", "C", "F", "F", "F", "C", "N", "C", "C", "N", "C", "C", "Se", "H", "H", "H", "H", "H", "H", "H", "H"], "positions_angstrom": [[-0.0507, -0.4876, 0.5799], [3.6742, 1.7785, -0.9778], [2.3821, 1.2445, -0.4869], [2.0627, -0.0090, -0.5025], [2.9841, -0.8676, -1.0775], [1.3940, 2.1425, 0.0811], [1.6946, 3.5634, 0.4320], [0.2454, 1.5940, 0.2455], [-0.8223, 1.9370, 0.8017], [4.0773, 1.1337, -1.7547], [4.3850, 1.7909, -0.1497], [3.5572, 2.7920, -1.3497], [2.5356, -1.7176, -1.1786], [2.6846, 3.6483, 0.8726], [0.9392, 3.9279, 1.1252], [1.6617, 4.1877, -0.4619], [-3.5202, -2.3801, 0.3780], [-4.0805, -1.2368, 0.8311], [-4.4205, -1.4376, 2.1006], [-5.1783, -1.0221, 0.1227], [-2.7949, 0.1474, 0.7499], [-2.1059, -0.1411, -0.5004], [-3.4945, 1.3521, 0.9253], [-1.9204, -0.4260, 1.9516], [-1.0917, 0.3639, 3.0506], [-1.6373, 1.5593, 3.5504], [0.3303, 0.2995, 2.7342], [-1.1815, -0.9590, 4.3933], [-0.7086, -2.1007, 3.8501], [-2.4095, -1.2047, 4.8229], [-0.4085, -0.6677, 5.4313], [1.3608, -5.0906, 2.1635], [0.7305, -5.3301, 0.8962], [0.7233, -6.4990, 0.2025], [0.0111, -6.2914, -0.9386], [-0.4087, -4.9964, -0.9287], [-1.2020, -4.3554, -1.9437], [0.0388, -4.4044, 0.1987], [-0.5775, -2.7571, 0.9919], [1.7339, -6.0321, 2.5577], [0.6432, -4.6608, 2.8654], [2.1855, -4.3855, 2.0456], [1.1992, -7.3914, 0.5523], [-0.2155, -6.9825, -1.7263], [-1.6257, -5.1183, -2.5948], [-0.5865, -3.6742, -2.5361], [-2.0078, -3.7825, -1.4818]], "atomic_forces_ev_per_a": [[1.389, -0.672, -1.204], [0.162, -0.109, -0.121], [0.569, -1.533, -0.524], [-0.182, 0.184, 0.054], [0.114, 0.597, 0.088], [-0.773, 0.486, 0.303], [-0.327, -0.066, -0.073], [0.998, 0.389, -0.299], [0.113, 0.944, -0.038], [0.028, 0.058, -0.006], [0.092, 0.050, -0.005], [0.055, 0.037, -0.041], [-0.184, 0.206, 0.205], [0.014, 0.002, 0.068], [0.067, 0.045, 0.055], [0.030, 0.037, -0.022], [-0.209, 0.481, 0.014], [0.019, -0.793, 0.145], [-0.024, 0.246, -0.073], [0.434, 0.500, -0.005], [-2.698, -1.692, -0.269], [0.331, 0.362, -0.186], [-0.166, 0.901, 0.252], [0.366, 0.251, -0.051], [-0.533, -0.966, 2.532], [-0.330, 0.718, 0.141], [0.428, 0.194, -0.481], [0.096, -0.770, 0.053], [-0.059, 0.333, 0.170], [0.009, 0.471, -0.264], [-0.118, 0.460, -0.333], [0.346, 0.260, 0.814], [-0.540, 0.593, -0.807], [-0.252, -0.417, -0.660], [0.433, -0.628, 0.353], [0.446, 0.335, 0.885], [-0.426, 0.463, -0.543], [-0.017, 0.581, 0.216], [0.160, -2.119, -0.310], [0.003, 0.018, -0.040], [0.061, -0.104, -0.087], [-0.042, -0.107, 0.020], [0.132, -0.116, 0.121], [-0.076, 0.021, -0.159], [0.046, 0.056, 0.069], [-0.066, -0.105, 0.054], [0.081, -0.083, -0.007]], "lowdin_charge": [1.085, 0.011, -0.262, -0.068, -0.008, -0.234, 0.022, -0.183, -0.030, 0.091, 0.114, 0.092, 0.099, 0.098, 0.097, 0.105, 0.059, -0.643, 0.149, 0.174, 0.591, -0.378, -0.193, -0.452, 0.599, -0.194, -0.362, -0.646, 0.044, 0.171, 0.168, -0.016, -0.125, -0.012, -0.013, -0.115, 0.002, -0.529, 0.823, 0.105, 0.083, 0.108, 0.136, 0.137, 0.107, 0.108, 0.083], "e_homo_ev": [-10.8657, -11.8293], "spin_multiplicity": 5, "homo_lumo_gap_ev": [7.57, 6.41], "total_charge": 1}

No. 2
{"formula": "C11H15I2N9Pt", "method": "ωB97M-V/def2-TZVPD", "species": ["Pt", "N", "C", "N", "C", "N", "C", "C", "N", "C", "C", "N", "H", "H", "H", "H", "H", "C", "C", "C", "C", "N", "C", "N", "N", "N", "H", "H", "H", "H", "H", "H", "H", "H", "H", "H", "I", "I"], "positions_angstrom": [[-0.0811, 1.6059, 0.4414], [-0.3576, 5.5487, 1.7256], [0.0244, 4.7439, 0.7420], [-0.3139, 3.5069, 1.0820], [-0.8600, 3.6370, 2.3317], [-0.9158, 4.8695, 2.7428], [-1.1546, 2.4167, 3.0519], [-1.7756, 2.3540, 4.2844], [-1.9733, 1.1947, 4.9012], [-1.5483, 0.1040, 4.2905], [-0.9179, 0.1377, 3.0458], [-0.7254, 1.2992, 2.4267], [-0.2522, 6.5523, 1.7906], [0.5152, 5.0611, -0.1579], [-2.1105, 3.2602, 4.7740], [-1.7001, -0.8462, 4.7865], [-0.5821, -0.7612, 2.5560], [0.5738, -2.3686, -3.7958], [1.0746, -3.5223, -2.9320], [-0.0679, -4.4051, -2.4428], [1.9604, -3.0216, -1.7893], [1.2564, -2.0590, -0.9176], [1.2241, -0.7382, -0.9757], [0.3998, -0.3255, -0.0209], [-0.0593, -1.4283, 0.6033], [0.4489, -2.4640, 0.0692], [0.0700, -2.7522, -4.6814], [1.3883, -1.7235, -4.1346], [-0.1623, -1.7612, -3.2572], [1.7505, -4.1337, -3.5367], [-0.7858, -3.8429, -1.8421], [0.2968, -5.2379, -1.8418], [-0.6081, -4.8174, -3.2938], [2.8346, -2.4956, -2.1718], [2.2921, -3.8287, -1.1395], [1.8003, -0.1293, -1.6505], [-0.5755, 1.9217, -2.1454], [-0.3828, 4.4489, -2.9187]], "atomic_forces_ev_per_a": [[-0.393, -0.018, 0.206], [0.037, -0.002, -0.026], [-0.171, -0.015, -0.011], [0.020, 0.079, 0.033], [0.049, 0.062, -0.074], [0.041, -0.024, 0.070], [-0.075, -0.053, 0.050], [0.020, -0.003, 0.025], [-0.038, 0.024, 0.049], [0.055, -0.021, -0.066], [0.017, -0.003, 0.057], [0.266, -0.111, -0.123], [-0.006, 0.003, -0.009], [0.032, 0.029, -0.096], [-0.009, 0.001, -0.006], [-0.005, 0.004, 0.011], [-0.022, -0.007, -0.012], [-0.009, -0.009, 0.000], [0.015, 0.014, -0.001], [0.000, 0.004, -0.014], [0.014, 0.026, -0.003], [0.036, -0.032, -0.044], [0.059, -0.044, 0.146], [0.018, 0.094, -0.305], [-0.144, 0.005, -0.018], [0.019, 0.000, 0.062], [0.000, 0.001, -0.002], [0.002, 0.000, -0.003], [0.002, 0.002, 0.000], [-0.003, -0.001, 0.001], [-0.004, 0.004, 0.003], [-0.002, -0.002, 0.007], [0.000, -0.004, -0.001], [0.006, 0.001, 0.023], [-0.026, -0.011, -0.002], [-0.019, -0.002, -0.024], [0.194, -0.034, 0.203], [0.025, 0.042, -0.107]], "lowdin_charge": [0.822, 0.087, -0.125, -0.091, -0.292, 0.190, -0.175, -0.010, 0.145, -0.044, -0.051, -0.028, 0.191, 0.074, 0.143, 0.135, 0.084, -0.067, -0.402, -0.063, -0.071, -0.058, -0.160, -0.218, 0.012, 0.134, 0.094, 0.085, 0.067, 0.150, 0.071, 0.090, 0.092, 0.138, 0.141, 0.128, 0.438, 0.346], "e_homo_ev": -15.9519, "homo_lumo_gap_ev": 7.57, "total_charge": 2}

No. 3
{"formula": "C11H15N", "method": "ωB97M-V/def2-TZVPD", "species": ["C", "C", "C", "C", "C", "C", "C", "C", "C", "N", "H", "H", "H", "H", "H", "H", "H", "H", "H", "C", "C", "H", "H", "H", "H", "H", "H"], "positions_angstrom": [[-3.0719, -0.6964, -0.1389], [-0.8336, 0.4891, -0.6835], [-1.9729, 0.2016, 0.2907], [0.0708, 1.2465, 0.0803], [-1.5451, 0.8883, 1.4424], [-0.6734, 0.2220, -2.0440], [0.4746, 0.6491, -2.6699], [1.3900, 1.4392, -1.9165], [1.2166, 1.7746, -0.5923], [-0.2983, 1.3974, 1.4029], [-1.5056, -0.2202, -2.6438], [0.5701, 0.5401, -3.6918], [2.3221, 1.6927, -2.3774], [-3.4523, -1.0861, 0.8055], [-2.5999, -1.5951, -0.6576], [-2.1086, 0.9439, 2.3388], [0.1352, 1.8532, 2.1531], [1.9415, 2.5688, -0.2319], [-3.8666, -0.1717, -0.6557], [2.4642, -1.1521, 1.3760], [1.0691, -2.0032, 1.0833], [3.1370, -1.6723, 2.0716], [2.7317, -0.6097, 0.4179], [2.0439, -0.1948, 1.9478], [0.3668, -1.6272, 1.8366], [1.2947, -3.0890, 0.9518], [0.6997, -1.7886, 0.1047]], "atomic_forces_ev_per_a": [[0.817, -0.854, 1.530], [-2.203, 0.323, 4.014], [4.245, 2.022, -1.805], [2.095, 0.559, -1.365], [-3.417, -2.343, 0.633], [-2.013, -1.290, -1.014], [1.704, 1.990, 2.558], [-0.741, -1.824, -2.517], [1.102, 1.439, 1.741], [-0.730, -0.716, -3.063], [0.669, 0.301, 0.659], [0.570, -0.361, -2.022], [0.400, 0.440, -0.441], [-0.687, -0.309, -0.052], [-0.886, 1.270, 0.099], [-0.334, -0.022, 0.888], [0.687, 0.711, 0.495], [-1.109, -1.107, 0.242], [-0.118, -0.275, -0.547], [-3.824, 2.187, -0.057], [2.654, 0.471, 0.302], [0.240, 0.232, -0.882], [0.742, -1.282, 1.077], [1.012, -1.964, -0.774], [-0.153, -1.025, -0.222], [-0.385, 0.567, 1.109], [-0.336, 0.860, -0.589]], "lowdin_charge": [-0.100, -0.185, -0.227, -0.275, -0.179, -0.153, -0.179, -0.202, -0.139, 0.064, 0.076, 0.042, 0.056, 0.051, 0.090, 0.062, 0.114, 0.074, 0.057, -0.154, -0.149, 0.029, 0.053, 0.062, 0.041, 0.049, 0.023], "e_homo_ev": [0.9914, -3.0894], "spin_multiplicity": 2, "homo_lumo_gap_ev": [2.81, 6.74], "total_charge": -1}

No. 4
{"formula": "C11H15N", "method": "ωB97M-V/def2-TZVPD", "species": ["C", "C", "C", "N", "C", "C", "C", "C", "C", "C", "H", "H", "H", "H", "H", "H", "H", "H", "H", "C", "C", "H", "H", "H", "H", "H", "H"], "positions_angstrom": [[-2.6587, 0.2678, 3.6007], [-1.4522, 0.1487, 2.7310], [-0.1607, 0.2406, 3.1504], [0.6836, 0.2519, 2.0461], [-0.0662, 0.0671, 0.9031], [0.3317, -0.1040, -0.4217], [-0.6998, -0.4777, -1.2955], [-2.0247, -0.6588, -0.9102], [-2.4058, -0.3291, 0.4038], [-1.4350, 0.0410, 1.2958], [-2.3570, 0.4168, 4.6373], [-3.3220, -0.6025, 3.5957], [-3.2526, 1.1164, 3.2540], [0.1419, 0.2675, 4.1829], [1.6539, 0.4916, 2.0429], [1.2867, 0.2676, -0.7608], [-0.4690, -0.9062, -2.2639], [-2.8014, -0.9990, -1.5782], [-3.4732, -0.2773, 0.5856], [3.3566, 0.6791, -3.0520], [2.2802, -0.4251, -3.2593], [3.6298, 1.0749, -4.0211], [2.9486, 1.4721, -2.4365], [4.1900, 0.1869, -2.5597], [2.1924, -1.1262, -2.4231], [2.5808, -1.1005, -4.0579], [1.3021, 0.0165, -3.3897]], "atomic_forces_ev_per_a": [[-0.110, -0.216, -0.011], [0.104, 0.293, 0.282], [-0.695, 0.258, -0.555], [-0.138, -0.202, 0.049], [-0.266, 0.368, 0.184], [-1.304, 0.695, 0.045], [0.515, -1.208, -0.313], [-0.175, 0.718, 1.636], [-0.646, 0.111, -2.101], [0.996, -0.767, 0.933], [-0.080, 0.180, -0.001], [0.146, -0.055, -0.198], [-0.048, 0.047, 0.238], [0.495, 0.188, -0.091], [0.186, -0.122, 0.136], [0.313, -0.682, -0.112], [0.321, 0.696, -0.283], [0.213, -0.029, -0.302], [0.090, -0.262, 0.557], [-1.001, -1.361, 0.065], [0.650, -0.115, 0.429], [0.286, 0.206, -0.050], [0.166, 0.196, 0.176], [0.402, 0.436, -0.037], [0.088, 0.422, 0.300], [-0.288, 0.293, -0.486], [-0.223, -0.089, -0.490]], "lowdin_charge": [-0.054, -0.242, -0.053, 0.072, -0.203, -0.014, -0.106, -0.092, -0.030, -0.149, 0.072, 0.077, 0.082, 0.118, 0.144, 0.089, 0.087, 0.094, 0.110, -0.149, -0.180, 0.056, 0.052, 0.059, 0.053, 0.061, 0.046], "e_homo_ev": -7.7600, "smiles": "Cc1c[nH]c2ccccc12.CC", "homo_lumo_gap_ev": 8.68}

The energy relative to the best compared isomer or geometry (same formula, charge and spin) results, record by record, are as follows: 44.8, 1.5, 46.0, 16.4 kcal per mole.
The E_tot results, record by record, are as follows: -5054.20258, -1635.13420, -482.79680, -482.88902 Ha.